1.
{"formula": "C23H64AlF2N7O14S2", "method": "ωB97M-V with the def2-TZVPD basis set", "relative_energy_kcal_mol": 0.0, "homo_lumo_gap_ev": 3.2, "species": ["Al", "N", "S", "O", "O", "F", "S", "O", "O", "F", "C", "O", "H", "H", "H", "N", "O", "O", "O", "C", "C", "C", "O", "C", "N", "H", "H", "H", "H", "H", "H", "H", "H", "H", "H", "H", "C", "C", "C", "O", "C", "N", "H", "H", "H", "H", "H", "H", "H", "H", "H", "H", "H", "C", "C", "C", "O", "C", "N", "H", "H", "H", "H", "H", "H", "H", "H", "H", "H", "H", "C", "C", "C", "O", "C", "N", "H", "H", "H", "H", "H", "H", "H", "H", "H", "H", "H", "C", "C", "C", "O", "C", "N", "H", "H", "H", "H", "H", "H", "H", "H", "H", "H", "H", "C", "C", "O", "H", "H", "H", "H", "H", "H"], "coordinates": [[2.794, 0.914, -1.919], [0.561, 0.086, -0.353], [-0.184, 1.005, 0.629], [0.132, 0.820, 2.030], [-1.440, 1.521, 0.166], [0.845, 2.233, 0.277], [-0.107, -1.377, 0.145], [-1.530, -1.467, 0.408], [0.795, -2.254, 0.848], [-0.066, -1.927, -1.365], [3.602, 0.153, 1.667], [4.167, 0.953, 0.755], [2.673, 0.559, 2.133], [3.209, -0.733, 1.134], [4.222, -0.063, 2.543], [3.261, 4.326, 0.721], [3.159, 3.525, -0.218], [3.950, 4.120, 1.707], [2.554, 5.337, 0.645], [0.819, 5.393, -3.292], [1.140, 3.935, -2.837], [-0.056, 3.116, -3.255], [0.089, 1.733, -2.993], [-1.106, 1.009, -3.174], [2.305, 3.440, -3.585], [0.091, 5.882, -2.645], [0.544, 5.378, -4.346], [1.745, 5.962, -3.171], [1.272, 3.966, -1.757], [-0.338, 3.285, -4.307], [-0.999, 3.419, -2.778], [-1.673, 1.465, -3.998], [-1.733, 1.013, -2.282], [-0.996, -0.001, -3.573], [3.029, 4.140, -3.448], [2.037, 3.460, -4.565], [1.078, 0.221, 6.929], [1.037, 0.213, 5.384], [1.203, -1.195, 4.803], [2.298, -1.904, 5.303], [2.507, -3.135, 4.640], [-0.223, 0.854, 5.003], [0.948, 1.242, 7.292], [2.046, -0.148, 7.273], [0.256, -0.307, 7.421], [1.969, 0.763, 5.213], [1.380, -1.101, 3.716], [0.194, -1.633, 4.849], [1.535, -3.596, 4.458], [3.066, -3.831, 5.269], [3.159, -3.000, 3.772], [-0.212, 0.874, 3.983], [-0.921, 0.136, 5.201], [4.159, -3.997, -0.539], [4.168, -2.577, -1.044], [4.881, -2.378, -2.389], [5.044, -1.009, -2.706], [5.800, -0.801, -3.889], [2.777, -2.081, -1.205], [5.115, -4.362, -0.148], [3.983, -4.764, -1.304], [3.406, -4.208, 0.222], [4.601, -1.949, -0.261], [4.351, -2.869, -3.210], [5.888, -2.797, -2.259], [6.776, -1.247, -3.657], [5.956, 0.277, -3.921], [5.394, -1.174, -4.830], [2.300, -2.659, -1.894], [2.395, -2.384, -0.311], [-2.318, -2.885, 3.903], [-3.432, -2.038, 3.373], [-4.520, -1.726, 4.412], [-4.999, -2.895, 5.025], [-5.379, -2.833, 6.390], [-2.769, -0.762, 2.959], [-1.523, -3.026, 3.172], [-2.636, -3.866, 4.268], [-1.923, -2.410, 4.806], [-3.976, -2.492, 2.539], [-5.396, -1.226, 3.977], [-4.132, -0.981, 5.120], [-4.675, -2.405, 7.106], [-5.570, -3.861, 6.691], [-6.314, -2.264, 6.395], [-2.426, -0.858, 2.000], [-3.520, -0.089, 2.784], [-3.752, -2.442, -7.553], [-4.444, -1.541, -6.542], [-4.335, -2.093, -5.116], [-3.009, -2.278, -4.689], [-2.865, -2.493, -3.303], [-3.828, -0.218, -6.626], [-2.681, -2.641, -7.481], [-3.868, -1.965, -8.529], [-4.197, -3.439, -7.597], [-5.506, -1.505, -6.791], [-4.861, -3.058, -5.116], [-4.773, -1.368, -4.414], [-1.920, -2.988, -3.096], [-3.724, -2.991, -2.848], [-2.787, -1.523, -2.796], [-4.189, 0.352, -5.866], [-2.839, -0.344, -6.431], [-1.770, 5.897, 1.253], [-0.589, 5.299, 0.518], [0.011, 6.357, -0.253], [-2.408, 6.449, 0.569], [-1.337, 6.504, 2.045], [-2.291, 5.051, 1.710], [-0.740, 4.450, -0.154], [0.158, 4.960, 1.242], [0.970, 6.391, -0.162]], "forces_ev_per_angstrom": [[-0.34, -0.02, 0.63], [-0.90, -4.01, 0.84], [0.91, 6.28, 1.28], [-0.92, -0.63, -1.18], [0.40, -0.82, 0.85], [-0.58, -0.07, 0.15], [0.08, -2.18, -3.06], [1.85, 0.78, 0.15], [-0.65, 1.05, 0.12], [0.13, -0.45, 0.28], [0.97, 0.68, 0.52], [-1.00, 0.05, -0.43], [-0.59, 0.28, -0.59], [-0.45, -0.17, 0.01], [0.34, -0.35, -0.26], [-0.55, 1.20, 2.06], [0.51, -1.56, -1.15], [0.19, -0.38, -0.56], [0.24, 0.15, -0.36], [0.76, -0.55, 0.60], [-1.34, 1.15, -1.06], [-1.53, -0.32, 0.39], [1.15, -0.69, 0.02], [-1.03, 0.29, -0.95], [0.18, -0.22, 1.02], [-0.23, -0.13, -0.17], [-0.15, 0.23, 0.00], [-0.05, 0.15, -0.15], [0.33, -0.48, -0.02], [0.68, -0.19, -0.27], [0.40, 0.43, 0.54], [-0.14, 0.28, 0.19], [0.13, -0.03, 0.12], [0.80, -0.14, 0.56], [0.26, -0.25, -0.19], [0.25, -0.12, -0.07], [-0.08, -0.07, 0.13], [0.65, -0.24, 2.36], [-0.41, 1.09, -1.53], [0.11, -0.39, 0.98], [0.11, 0.02, 0.54], [0.91, -0.64, -0.96], [0.22, 0.14, -0.27], [-0.17, -0.16, 0.18], [0.10, -0.45, -0.26], [-0.45, 0.52, -0.99], [-0.25, 0.22, -0.10], [0.38, -0.84, 0.52], [0.12, -0.13, -0.60], [-0.08, 0.28, 0.40], [-0.52, 0.04, -0.48], [-0.41, 0.33, 0.16], [-0.29, 0.31, 0.04], [0.68, -1.72, -0.31], [-0.76, 0.74, -0.93], [0.88, -0.09, 0.87], [-1.23, 0.17, 0.00], [1.05, 0.38, 1.18], [0.75, -0.17, 0.60], [0.10, 0.55, 0.23], [-0.35, 0.42, -0.36], [0.00, 0.44, 0.11], [0.36, 0.13, -0.32], [-0.04, -0.31, 0.13], [-0.01, -0.28, -0.38], [0.09, -0.05, -0.69], [-0.09, -0.05, -0.35], [-0.31, -0.17, 0.22], [-0.03, 0.13, -0.07], [-0.82, 0.51, -0.28], [-0.05, -0.99, 0.97], [-0.24, 0.89, -0.36], [-0.10, 0.71, 0.34], [1.06, -0.73, 0.34], [-0.80, 0.12, -0.76], [-1.33, 0.23, -0.52], [0.02, 0.14, -0.02], [-0.19, -0.03, -0.36], [0.22, 0.23, -0.21], [0.33, -0.31, -0.15], [0.20, 0.09, -0.49], [0.25, -0.32, 0.29], [0.36, 0.21, -0.40], [-0.12, 0.01, 0.02], [-0.08, 0.01, 0.63], [0.19, -0.34, 0.62], [0.11, 0.16, 0.41], [-0.24, -0.37, -0.98], [1.54, -0.34, 0.74], [-0.43, -0.12, 0.12], [0.65, -0.39, -0.70], [-0.06, 1.03, 0.30], [-0.23, 0.22, -0.04], [0.02, 0.47, 0.74], [-0.15, -0.18, -0.06], [-0.24, 0.11, 0.01], [0.00, 0.21, 0.01], [-0.16, 0.09, 0.44], [-0.55, -0.20, -0.12], [-0.14, -0.38, -0.19], [0.11, -0.41, -0.15], [-0.12, 0.07, 0.08], [0.03, 0.14, -0.11], [0.00, 0.08, -0.02], [0.52, -1.26, -0.12], [1.45, 0.68, -0.17], [-0.27, 0.31, -0.37], [-0.10, 0.10, 0.17], [-0.39, 0.35, -0.05], [-0.37, 0.27, 0.07], [-0.69, 0.03, 0.09], [-0.17, -0.13, 0.09], [-0.13, -0.42, 0.26]]}

2.
{"formula": "C23H64O9", "method": "ωB97M-V with the def2-TZVPD basis set", "smiles": "CC(C)O.CC(C)O.CC(C)O.CC(C)O.CC(C)O.CC(C)O.CC(C)O.CO.CO", "relative_energy_kcal_mol": 198.7, "homo_lumo_gap_ev": 9.3, "species": ["C", "O", "H", "H", "H", "H", "C", "O", "H", "H", "H", "H", "C", "C", "C", "O", "H", "H", "H", "H", "H", "H", "H", "H", "C", "C", "C", "O", "H", "H", "H", "H", "H", "H", "H", "H", "C", "C", "C", "O", "H", "H", "H", "H", "H", "H", "H", "H", "C", "C", "C", "O", "H", "H", "H", "H", "H", "H", "H", "H", "C", "C", "C", "O", "H", "H", "H", "H", "H", "H", "H", "H", "C", "C", "C", "O", "H", "H", "H", "H", "H", "H", "H", "H", "C", "C", "C", "O", "H", "H", "H", "H", "H", "H", "H", "H"], "coordinates": [[-2.852, -1.771, -1.464], [-3.922, -2.406, -2.059], [-3.168, -1.435, -0.524], [-2.523, -0.953, -2.179], [-1.999, -2.399, -1.359], [-4.235, -3.075, -1.403], [-0.556, 0.337, -0.106], [-0.850, -0.858, 0.584], [-1.401, 0.780, -0.455], [0.123, 0.152, -0.932], [-0.080, 1.104, 0.517], [-1.713, -0.858, 1.061], [2.613, 1.338, -1.380], [3.279, 0.966, -2.696], [2.756, 1.900, -3.793], [4.512, 1.122, -2.661], [2.473, 0.470, -0.706], [1.685, 1.813, -1.610], [3.116, 2.146, -0.846], [3.056, -0.086, -2.857], [1.639, 1.766, -3.826], [3.219, 1.745, -4.728], [2.952, 2.934, -3.615], [4.812, 1.153, -3.559], [2.472, 2.059, 2.200], [1.668, 2.139, 3.494], [0.219, 2.461, 3.238], [1.731, 1.181, 4.270], [3.552, 1.921, 2.406], [2.395, 2.984, 1.674], [2.146, 1.243, 1.523], [2.111, 3.007, 4.080], [-0.263, 2.762, 4.147], [-0.242, 1.612, 2.786], [0.148, 3.241, 2.489], [1.458, 0.405, 3.764], [-0.957, -5.664, 1.909], [-2.276, -5.268, 1.134], [-2.288, -3.803, 0.928], [-2.465, -6.031, 0.145], [-0.745, -6.730, 2.020], [-1.071, -5.261, 2.954], [-0.058, -5.219, 1.484], [-3.079, -5.559, 1.739], [-1.514, -3.530, 0.220], [-2.218, -3.206, 1.877], [-3.290, -3.453, 0.556], [-2.532, -6.964, 0.402], [3.278, -1.314, 2.846], [1.931, -1.558, 2.275], [1.415, -2.951, 2.649], [1.051, -0.706, 2.540], [3.234, -1.150, 3.953], [3.843, -0.510, 2.368], [3.878, -2.148, 2.660], [2.021, -1.418, 1.154], [0.402, -3.155, 2.263], [1.301, -2.951, 3.689], [2.113, -3.795, 2.440], [0.453, -0.700, 1.822], [-0.224, 3.896, -0.836], [0.271, 5.299, -1.330], [1.711, 5.092, -1.900], [-0.381, 5.853, -2.226], [-0.167, 3.190, -1.663], [-1.282, 3.871, -0.584], [0.388, 3.440, -0.048], [0.374, 6.038, -0.529], [2.304, 4.532, -1.230], [2.260, 6.114, -2.047], [1.541, 4.611, -2.820], [-0.376, 6.811, -2.024], [-0.113, -0.784, -3.423], [0.735, -1.570, -4.491], [0.909, -0.752, -5.711], [1.883, -1.873, -4.111], [-0.245, -1.357, -2.511], [-1.126, -0.629, -3.852], [0.388, 0.128, -3.253], [0.235, -2.463, -4.702], [1.492, 0.118, -5.686], [-0.042, -0.547, -6.243], [1.560, -1.320, -6.350], [1.809, -2.616, -3.531], [-3.906, 0.937, 3.746], [-4.123, 0.201, 2.412], [-3.696, 1.110, 1.258], [-3.413, -0.810, 2.178], [-4.314, 0.227, 4.505], [-4.509, 1.841, 3.714], [-2.866, 1.262, 3.948], [-5.165, -0.074, 2.223], [-2.664, 1.383, 1.321], [-4.372, 1.987, 1.265], [-3.853, 0.587, 0.319], [-3.789, -1.549, 2.711]], "forces_ev_per_angstrom": [[0.92, 1.46, -2.17], [-1.57, -1.81, 0.10], [0.04, 1.06, 1.47], [-0.59, -0.62, 1.20], [0.72, -0.60, 0.15], [0.21, 0.64, -1.05], [1.93, -0.19, 0.93], [0.00, -0.63, 0.59], [-2.60, 1.19, -1.34], [-0.06, -0.33, 0.07], [0.14, -0.23, 0.29], [0.65, 0.43, -0.45], [0.14, -0.10, 0.68], [-8.07, 0.01, -0.19], [-2.89, -0.83, 0.83], [9.91, 0.99, 1.22], [0.08, 0.54, -0.29], [-1.10, -0.18, 0.02], [0.58, -0.25, -0.01], [-0.86, -0.29, -0.62], [0.99, 0.32, -0.63], [0.33, -0.81, -1.39], [0.19, 0.75, 0.86], [0.94, -0.05, -0.49], [0.73, -0.89, -0.19], [0.22, 8.36, -3.76], [0.20, 1.21, -1.22], [1.27, -7.94, 5.72], [-0.52, -0.10, 0.01], [-0.15, 0.76, -0.52], [0.11, 0.44, 0.43], [-0.38, -0.19, -0.85], [-0.41, 0.01, 0.43], [-0.61, -0.90, -0.07], [-0.28, 0.53, -0.05], [-0.21, -0.63, 0.31], [-0.48, 1.08, 1.33], [2.58, 1.46, 6.98], [-1.48, 1.47, -0.22], [-0.62, -4.23, -8.16], [-0.48, -0.11, -0.26], [0.35, -0.31, -0.84], [-0.08, 0.11, -0.19], [-1.36, 0.55, 2.54], [0.11, 0.36, 0.08], [0.53, -0.90, -0.70], [0.84, -0.47, -0.11], [0.09, 0.65, -0.14], [0.45, 1.35, 1.44], [4.64, -5.59, -4.25], [0.48, -0.96, -1.30], [-4.81, 6.07, 4.05], [0.08, -0.03, -0.83], [-0.46, 0.34, 0.22], [0.91, -1.61, -0.09], [0.81, -1.32, 0.32], [0.56, 0.14, -0.25], [-0.16, 0.07, 1.90], [-0.53, 0.60, -0.25], [-2.03, 0.25, -1.06], [-0.21, 0.41, -0.65], [6.71, -4.11, 6.50], [0.20, 2.66, 1.17], [-6.42, 5.14, -6.58], [0.19, 0.00, -0.41], [-0.08, 0.31, 0.43], [-0.14, 0.54, 0.02], [0.11, -0.76, 1.15], [0.88, -0.88, 0.56], [-1.12, -1.73, 0.04], [0.27, -0.66, -1.28], [-0.45, -0.91, -0.92], [-0.79, -1.58, -1.54], [-7.24, 3.91, -1.02], [-1.47, -0.65, -2.35], [8.70, -2.04, 3.30], [0.20, -0.08, 0.19], [0.58, 0.20, 0.30], [0.37, 1.19, 0.44], [-1.78, -1.37, -0.93], [0.43, 1.70, 1.12], [0.54, -0.06, 0.27], [-0.07, -0.77, -0.79], [0.59, -0.64, 0.77], [-0.72, -0.98, 0.14], [-2.82, 7.57, -0.75], [-2.19, 1.12, -0.09], [4.19, -8.93, 0.63], [0.56, 0.87, 0.09], [-0.22, 0.00, 0.27], [-0.44, -0.62, -0.22], [-0.60, 0.60, 0.55], [0.63, 0.37, 0.31], [0.70, -0.06, -0.24], [-0.04, -0.06, -0.16], [1.02, 0.20, -0.58]]}